ORCA calculation (the ωB97M-V functional and the def2-TZVPD basis) on a cluster of 5 separate species, C28H63NO17S in total.

Structure (XYZ):
```
110
C28H63NO17S (the ωB97M-V functional and the def2-TZVPD basis)
C -2.78105 1.87067 2.90192
C -1.43343 1.12088 2.27265
O -0.47175 1.95886 1.82071
O -1.31305 -0.37185 2.21971
C -1.53539 -0.79183 0.79668
C -3.10928 -1.11615 0.54977
C -3.88755 -0.22413 -0.56604
N -3.03218 0.57703 -1.51103
C -3.39458 2.04611 -1.53050
C -1.96698 2.86255 -1.80685
C -2.31540 4.46577 -1.87721
S -2.65999 4.83009 -3.72096
O -1.33671 4.45970 -4.48005
O -2.93260 6.35564 -3.80690
O -4.00233 3.94886 -4.32489
C -2.93371 -0.02540 -2.89417
O -3.85536 0.09460 -3.87324
O -1.66515 -0.76869 -3.19383
O -1.00288 -0.15945 -4.13620
C 0.38768 0.12472 -3.74929
C 1.25627 -1.17817 -3.26399
C 1.35237 -1.23264 -1.60563
O 0.80173 -2.46357 -3.85453
H -2.83046 1.57110 4.03389
H -2.66606 3.04912 2.86284
H -3.76415 1.57134 2.32139
H -0.92696 -1.78902 0.56232
H -1.06144 0.04930 0.14244
H -3.28809 -2.27571 0.32774
H -3.66739 -0.92954 1.58866
H -4.53566 -0.98272 -1.22032
H -4.66943 0.51539 -0.06236
H -4.23319 2.30492 -2.30449
H -3.77638 2.46157 -0.48046
H -1.19826 2.57421 -0.94415
H -1.51337 2.44663 -2.82083
H -1.36030 5.05730 -1.50382
H -3.26350 4.64813 -1.20295
H -4.87089 4.41108 -4.12457
H 0.93381 0.54802 -4.72213
H 0.45442 0.97090 -2.92892
H 2.37678 -1.03487 -3.64194
H 0.75185 -2.16616 -1.16799
H 0.89158 -0.27582 -1.10921
H 2.45937 -1.36004 -1.22310
H 0.07451 -2.77036 -3.22746
C 5.38715 -6.41838 -2.08302
O 4.26038 -6.42994 -2.95589
C 3.11769 -5.79505 -2.37704
C 2.95655 -4.35856 -2.88720
O 4.03778 -3.52642 -2.45769
C 5.02412 -3.35190 -3.47224
H 6.27985 -6.62961 -2.67509
H 5.51769 -5.45162 -1.58962
H 5.26996 -7.20178 -1.32844
H 3.16907 -5.82285 -1.28214
H 2.24096 -6.37428 -2.68401
H 2.04119 -3.93658 -2.45848
H 2.85695 -4.33462 -3.97836
H 4.67336 -2.60841 -4.19668
H 5.25525 -4.28644 -3.99002
H 5.93656 -2.98154 -3.00129
C -1.75473 1.30879 9.81577
O -2.15057 -0.03134 9.53468
C -3.49595 -0.11221 9.05792
C -3.54266 -0.23342 7.53054
O -3.04822 0.94957 6.89645
C -1.69583 0.81015 6.46721
H -0.66491 1.33754 9.87525
H -2.07929 2.00692 9.03964
H -2.16956 1.61513 10.78061
H -4.08486 0.74501 9.40517
H -3.93497 -1.01584 9.49278
H -4.58728 -0.34673 7.22124
H -2.99400 -1.11754 7.18644
H -1.66762 0.23730 5.53358
H -1.07204 0.31753 7.21759
H -1.29220 1.80710 6.28100
C 4.20167 -2.67242 6.54315
O 3.16381 -3.56908 6.93109
C 2.52162 -3.16568 8.14302
C 1.20122 -2.43936 7.86239
O 1.42038 -1.19775 7.18685
C 1.20195 -1.29883 5.78160
H 4.43492 -2.85440 5.49217
H 3.90780 -1.62575 6.65807
H 5.09511 -2.86992 7.14282
H 3.19168 -2.54758 8.75228
H 2.30437 -4.07777 8.70808
H 0.72407 -2.20067 8.81900
H 0.51251 -3.07503 7.29432
H 0.12548 -1.27726 5.57821
H 1.63575 -2.20914 5.35967
H 1.66855 -0.43715 5.30067
C 1.05352 3.45818 -10.56009
O 0.04567 4.10848 -9.79002
C -0.28260 3.38436 -8.60183
C 0.42661 3.96951 -7.37530
O 1.84527 3.81082 -7.46600
C 2.49648 4.99806 -7.91214
H 1.46690 4.18361 -11.26360
H 1.86642 3.07516 -9.93753
H 0.60500 2.63495 -11.12398
H -0.05502 2.31826 -8.71953
H -1.36358 3.48015 -8.45799
H 0.10124 3.41684 -6.48735
H 0.16152 5.02288 -7.22958
H 2.57819 5.70369 -7.07786
H 1.96775 5.47313 -8.74257
H 3.50046 4.73139 -8.24745
```

Computed properties:
F_max = 9.29 eV Å⁻¹
gap between HOMO and LUMO = 0.310 Eh
lowest unoccupied orbital energy = -0.3991 eV
total charge = 0
energy above the lowest of the compared OMol25 structures with the same formula, charge and spin = 224.0 kcal per mole